No. 1
Computed, not measured: 15 unconnected molecules or ions with the total composition C5H39NO15 in a non-equilibrium geometry, with ωB97M-V/def2-TZVPD.

Summary:
HOMO-LUMO gap	10.01	eV
HOMO	-10.03	eV
strongest force on any atom	8.65	eV/Å
ΔE to the lowest compared entry with this formula, charge and spin	114.29	kcal/mol
2S+1	1

CARTESIAN COORDINATES (ANGSTROEM)
1 C 0.2025 1.9910 2.9545
2 N 0.8242 0.8043 2.7058
3 C 3.2176 -0.3652 1.4901
4 C 1.8841 -0.6931 0.9556
5 C 0.7566 0.2533 1.2812
6 C -0.4895 -0.3752 0.8045
7 O -0.0482 2.7335 2.0037
8 H 0.1052 2.3378 3.9898
9 H 0.9011 0.0906 3.4684
10 H 3.4165 0.7406 1.1339
11 H 3.2432 -0.5599 2.5105
12 H 3.9001 -1.1001 0.9577
13 H 1.8718 -0.7847 -0.2281
14 H 1.5855 -1.7892 1.2011
15 H 0.8991 1.1569 0.6107
16 H -0.9428 0.1638 -0.0471
17 H -1.3654 -0.3580 1.5058
18 H -0.3019 -1.4775 0.6701
19 H 1.8884 4.2108 0.4356
20 H 1.0391 3.0607 0.6794
21 O 1.7007 3.3409 0.0414
22 H 3.7070 -0.1137 -3.2905
23 H 2.6737 0.5928 -2.4220
24 O 3.0397 -0.2987 -2.7296
25 H -3.3569 -0.0908 0.2900
26 H -4.3571 1.0215 -0.0871
27 O -3.7938 0.8172 0.5305
28 H -3.2785 -2.3140 -0.8032
29 H -2.6964 -2.2945 0.6194
30 O -2.9975 -1.7193 -0.1083
31 H 1.7091 -2.1373 -1.1377
32 H 0.2967 -2.7008 -1.6502
33 O 1.1224 -2.9012 -1.0706
34 H -1.3965 2.5797 0.9653
35 H -2.6797 2.0677 0.3996
36 O -2.0051 2.8199 0.1954
37 H -0.8875 -1.3245 -2.4545
38 H -1.6377 -1.5819 -1.2549
39 O -1.2915 -2.0837 -2.0426
40 H -2.1755 0.4563 -4.0648
41 H -1.6908 1.8492 -3.8686
42 O -2.4330 1.4037 -4.1768
43 H -0.5598 -2.3694 4.1742
44 H 0.3303 -2.5125 2.9370
45 O -0.1630 -1.8781 3.5256
46 H 2.2722 3.1905 -2.9515
47 H 2.0277 2.7832 -1.4099
48 O 1.8845 2.6372 -2.3477
49 H 1.0769 -4.0915 1.4645
50 H 0.5796 -3.0050 0.4929
51 O 0.5292 -3.3366 1.4150
52 H -0.6089 1.0968 -2.4560
53 H 0.0531 0.3270 -3.6834
54 O -0.6232 0.3269 -2.9941
55 H 0.1015 3.1091 -1.5593
56 H -1.2972 2.8777 -1.2516
57 O -0.6957 2.8105 -2.0451
58 H -1.0469 -3.2644 1.5947
59 H -2.0076 -2.8584 2.5288
60 O -2.0119 -3.2720 1.6022

Force components x, y, z for each atom (eV/Å):
1.7925 -0.9271 -1.2223
-1.1080 -1.1489 0.2862
1.3126 1.1883 -3.7586
-1.2885 -2.6202 -1.9993
1.4447 2.4066 -0.1571
-3.0019 -1.2248 0.6877
-0.5260 0.5795 0.8487
-0.1531 -0.3659 0.0325
-0.2999 0.9858 -0.9942
0.2660 -2.0912 1.2117
0.4004 0.2393 1.9334
-0.2040 1.2063 0.7993
0.2969 0.8955 2.3783
0.9095 2.5422 0.1539
0.1232 -0.9981 1.1560
0.6673 -0.6301 -0.1125
0.9973 0.1420 -0.0345
-0.6905 1.6976 -0.5237
0.3405 -0.1921 -0.6556
-0.7439 -0.7398 0.4411
0.3981 1.2559 1.0278
3.4835 1.0100 -2.9097
0.6637 -1.4309 -0.7868
-4.3538 0.5729 3.7267
-1.3977 1.7819 0.2554
-4.9514 1.5757 -5.4770
6.0004 -3.4728 5.1712
-0.3252 -0.0834 -0.2748
0.2744 -0.3882 0.3929
-0.5493 0.8027 -0.3223
-0.0962 -0.2225 -0.4400
1.1181 -0.1743 1.0614
-1.2468 0.0389 -0.8732
-0.5471 1.1365 -1.4419
0.5971 1.3659 -0.9745
-0.5170 -2.1933 2.4399
0.4283 0.8893 -1.1867
0.0651 -1.1250 -0.4768
-0.2011 -0.0217 1.1705
-0.4726 1.4806 -0.0901
1.7750 1.4368 0.8633
-2.6869 -2.0467 -1.5161
-1.3772 -1.9107 2.7460
-0.5709 0.7572 0.5346
1.9740 1.3407 -2.7524
1.6535 2.3064 -1.5779
0.5680 0.9308 0.1426
-1.2721 -3.6496 0.5848
0.8758 -1.4399 -0.1405
0.5395 -0.4518 -0.9804
-0.6524 0.2455 0.8563
0.5369 2.2055 0.8220
0.0938 0.4938 0.5233
0.9980 -3.2986 -0.7975
-0.1620 -0.2343 -1.1955
-0.4801 -0.2613 -0.6328
0.0878 0.4471 1.5248
0.6705 -0.7276 -1.0626
-1.0085 -0.6536 -1.6886
-0.4682 0.7674 3.2836

natural (NBO) population analysis, charges in e, atoms 1 to 5:
1. C 0.56
2. N -0.60
3. C -0.62
4. C -0.40
5. C -0.09


No. 2
Computed, not measured: 2 unconnected molecules or ions with the total composition C5H3Cl3N2 in a non-equilibrium geometry, with ωB97M-V/def2-TZVPD.

Summary:
HOMO-LUMO gap (alpha / beta)	7.23 / 6.93	eV
HOMO (alpha / beta)	-8.34 / -7.90	eV
strongest force on any atom	4.78	eV/Å
ΔE to the lowest compared entry with this formula, charge and spin	103.68	kcal/mol
2S+1	1

CARTESIAN COORDINATES (ANGSTROEM)
1 C 0.8335 0.9450 -0.7092
2 C 0.1516 -0.1918 -0.3098
3 C 0.7293 1.0168 1.4036
4 C 1.0803 1.2698 2.7160
5 C 3.1156 1.5591 2.9357
6 N 1.0900 1.6920 0.3537
7 N 0.0856 -0.1366 1.0072
8 Cl 0.5412 0.2029 3.9153
9 Cl 3.6616 2.0122 4.4686
10 Cl 3.6243 2.5758 1.7111
11 H 1.0272 1.4633 -1.6457
12 H -0.3667 -1.0850 -0.9031
13 H -0.0318 -0.9137 1.6702

Force components x, y, z for each atom (eV/Å):
-0.9002 0.7546 -1.1400
-1.2678 -2.6971 -3.3428
-0.7175 -1.1931 -0.0596
4.2621 0.9857 1.9337
-4.0438 -0.3551 -0.5396
1.2211 1.4254 0.2073
0.1877 -0.8082 2.2504
-0.2448 -0.1837 0.3245
-0.0959 -0.1847 0.5728
0.6341 0.3915 -0.6388
-0.2185 -1.0019 -0.2140
1.4766 2.2997 1.3728
-0.2930 0.5668 -0.7269

natural (NBO) population analysis, charges in e, atoms 1 to 5:
1. C -0.10
2. C -0.04
3. C 0.12
4. C -0.01
5. C -0.16